1.
18
Properties=species:S:1:pos:R:3:nbo_charge:R:1 method="wB97M-V/def2-TZVPD" largest_force_ev_per_a=4.88 relative_energy_kj_mol=524.78 total_charge=+1 e_homo_ha="-0.494 / -0.466"
C -0.58873 1.80921 -0.22816 -0.4618
C -0.42772 -0.06068 1.39543 -0.4144
C 0.75632 -0.23188 -0.64451 0.2931
N 1.84995 -0.92555 -0.19478 -0.7778
N -1.10174 -1.64154 -0.70376 -0.9215
N 0.15435 0.70524 0.28927 -0.3925
H -1.61945 1.70993 -0.55407 0.2650
H -0.80748 2.53495 0.54440 0.2543
H -0.16882 2.22656 -1.15057 0.2488
H -1.17893 -0.77545 1.11497 0.3126
H 0.36864 -0.72326 1.75350 0.1973
H -0.74158 0.71393 2.10235 0.2304
H 0.71887 0.13393 -1.61923 0.2136
H 2.17588 -1.58572 -0.87517 0.4312
H 1.52768 -1.24903 0.72462 0.3886
H -0.66148 -2.52342 -0.81393 0.3367
H -1.31442 -1.26262 -1.72001 0.3507
H 1.05865 1.14541 0.57965 0.4458

---

2.
19
Properties=species:S:1:pos:R:3:nbo_charge:R:1 method="wB97M-V/def2-TZVPD" largest_force_ev_per_a=5.14 relative_energy_kj_mol=328.01 total_charge=+1 e_homo_ha=-0.539 smiles=C[C@@H]1[C@]2(C)C[N@+]12C
C -2.31655 -0.31648 -0.28632 -0.6415
C -0.89968 -0.23593 -0.59771 -0.0183
C 0.30943 -0.91115 0.18170 0.3078
C 1.61917 -1.29779 -0.31876 -0.7071
C 0.05397 -0.03258 1.38357 -0.2690
N -0.15406 0.84069 0.26758 -0.2318
C 0.93451 1.69606 -0.22936 -0.4331
H -2.51139 -0.01566 0.71312 0.2271
H -2.70943 -1.31719 -0.32891 0.2570
H -2.75512 0.34032 -0.96383 0.2453
H -0.77733 -0.25116 -1.68528 0.2397
H 2.21605 -0.39954 -0.00757 0.2604
H 1.67737 -1.48119 -1.42691 0.2666
H 1.84452 -2.19744 0.27512 0.2923
H -0.92844 -0.22692 2.00144 0.2486
H 0.98911 0.12371 1.98765 0.2453
H 0.54876 2.68286 -0.44718 0.2540
H 1.69812 1.81841 0.64279 0.2391
H 1.16100 1.18096 -1.16115 0.2175

---

3.
20
Properties=species:S:1:pos:R:3:nbo_charge:R:1 method="wB97M-V/def2-TZVPD" largest_force_ev_per_a=5.39 relative_energy_kj_mol=476.23 e_homo_ha="-0.261 / -0.261"
C 1.26930 0.82699 -1.43333 0.1452
C 1.17542 -1.38898 1.36567 -0.5974
C -1.05524 -1.09688 -0.75722 -0.6681
C -1.54544 1.22415 -0.15030 -0.6788
C 0.14774 -0.14792 1.22859 -0.4656
C -0.54092 0.15905 -0.06546 0.0910
N 1.79166 1.76722 -0.86074 -0.6657
H 1.02270 0.42080 -2.47255 0.1594
H 0.80303 -2.38479 1.34147 0.2083
H 1.89921 -1.22498 0.54973 0.2043
H 1.72116 -1.18862 2.17769 0.2074
H -0.24791 -1.93532 -0.86459 0.2193
H -1.50938 -0.96954 -1.80781 0.2032
H -1.92395 -1.41508 -0.31644 0.2004
H -1.69669 1.32939 -1.20997 0.2272
H -2.36455 0.84775 0.56405 0.2194
H -1.08625 2.21659 0.33266 0.2171
H -0.55557 -0.45825 1.98306 0.1991
H 0.43659 0.90889 1.66128 0.2186
H 2.25908 2.50952 -1.26578 0.3556

---

4.
114
Properties=species:S:1:pos:R:3:lowdin_charge:R:1 method="wB97M-V/def2-TZVPD" largest_force_ev_per_a=0.24 relative_energy_kj_mol=12.14 e_homo_ha=-0.255
Tl -0.35032 -1.16894 0.94739 0.9330
C 4.92749 1.26350 -2.55934 -0.0216
N 3.79889 0.38426 -2.30771 -0.0433
C 3.28943 0.03583 -1.08716 -0.4765
N 2.33379 -0.85479 -1.21788 0.1281
C 2.19882 -1.09948 -2.55558 -0.1979
C 3.11049 -0.33949 -3.25803 -0.1432
C 3.38274 -0.21489 -4.69858 -0.1900
C 3.70496 -1.34456 -5.44892 -0.0289
C 3.92375 -1.24045 -6.81322 -0.0703
C 3.83009 -0.00650 -7.44312 -0.0816
C 3.51195 1.12394 -6.70377 -0.0703
C 3.28625 1.02026 -5.33931 -0.0407
C 1.13615 -1.99323 -3.04893 -0.1534
C 0.56192 -1.82645 -4.30962 -0.0462
C -0.47356 -2.65034 -4.72486 -0.0812
C -0.95409 -3.64606 -3.88496 -0.0824
C -0.39325 -3.81212 -2.62684 -0.0742
C 0.64454 -2.99282 -2.21129 -0.0407
P 3.87219 0.69085 0.53110 1.1686
C 2.54276 1.86177 0.95262 -0.4423
N 1.39620 1.64519 1.55722 0.1460
C 0.81080 2.86647 1.72363 -0.1801
C 1.60692 3.84728 1.17780 -0.1357
N 2.72268 3.20261 0.70434 -0.0583
C 3.83074 3.82596 0.00484 -0.0360
C 1.36992 5.29206 1.04493 -0.1836
C 0.15483 5.73589 0.52387 -0.0436
C -0.10600 7.09168 0.41058 -0.0700
C 0.84467 8.02287 0.80820 -0.0877
C 2.05571 7.59037 1.32880 -0.0812
C 2.31444 6.23279 1.45109 -0.0431
C -0.45691 3.04874 2.45946 -0.1556
C -0.57054 4.04721 3.42386 -0.0339
C -1.75414 4.21637 4.12596 -0.0848
C -2.83538 3.38227 3.87663 -0.0922
C -2.72689 2.38280 2.91989 -0.0698
C -1.54591 2.21709 2.21108 -0.0284
C 3.40951 -0.81691 1.44703 -0.4761
N 2.56290 -0.96317 2.42735 0.1125
C 2.46511 -2.31592 2.65188 -0.2242
C 3.30194 -2.99040 1.79471 -0.1211
N 3.92508 -2.01637 1.04243 -0.0526
C 4.88131 -2.22763 -0.02300 -0.0243
C 3.59001 -4.42294 1.61637 -0.1873
C 3.35863 -5.04918 0.39288 -0.0333
C 3.61134 -6.40414 0.23672 -0.0746
C 4.09206 -7.14882 1.30436 -0.0865
C 4.32105 -6.53327 2.52776 -0.0738
C 4.07558 -5.17790 2.68214 -0.0277
C 1.47264 -2.81764 3.61768 -0.1864
C 0.97654 -1.94871 4.59024 -0.0325
C -0.00324 -2.36926 5.47514 -0.0754
C -0.50294 -3.66278 5.40543 -0.0960
C -0.02587 -4.52788 4.43147 -0.0904
C 0.94792 -4.10777 3.53832 -0.0326
H 5.51524 1.34620 -1.64746 0.0675
H 4.60153 2.25744 -2.86819 0.0852
H 5.54321 0.84117 -3.35109 0.1012
H 3.77071 -2.30560 -4.95418 0.1238
H 4.16976 -2.12428 -7.38713 0.1060
H 4.00232 0.07293 -8.50841 0.1037
H 3.42904 2.08695 -7.19043 0.1066
H 3.01153 1.90257 -4.77065 0.0924
H 0.92342 -1.04829 -4.97148 0.1069
H -0.91024 -2.51070 -5.70601 0.1027
H -1.76777 -4.28338 -4.20564 0.1043
H -0.77547 -4.57160 -1.95788 0.1034
H 1.06974 -3.10638 -1.22148 0.0830
H 4.64571 4.07327 0.68617 0.0971
H 3.47763 4.73254 -0.48027 0.0866
H 4.20882 3.15450 -0.76102 0.0414
H -0.58227 5.00636 0.21210 0.1142
H -1.05474 7.42235 0.00799 0.1055
H 0.63988 9.08166 0.71743 0.1009
H 2.79695 8.30987 1.65199 0.1021
H 3.24968 5.90165 1.88687 0.1135
H 0.27889 4.68805 3.62782 0.1154
H -1.82888 4.99368 4.87587 0.0994
H -3.75809 3.51068 4.42818 0.0986
H -3.56492 1.72813 2.71522 0.1009
H -1.47770 1.46413 1.44034 0.0460
H 4.37846 -2.33273 -0.98711 0.0850
H 5.45820 -3.12746 0.17846 0.0994
H 5.56652 -1.38040 -0.06618 0.0782
H 2.95515 -4.47353 -0.43275 0.1060
H 3.42080 -6.88071 -0.71625 0.1038
H 4.28337 -8.20725 1.18506 0.1015
H 4.69237 -7.11056 3.36449 0.1041
H 4.24627 -4.69364 3.63548 0.1245
H 1.35525 -0.93568 4.62366 0.1118
H -0.38280 -1.68120 6.21964 0.1029
H -1.27187 -3.98872 6.09394 0.1004
H -0.42861 -5.52969 4.35103 0.1045
H 1.28210 -4.78236 2.76106 0.1103
C -3.11106 -1.14553 0.51764 -0.2568
C -2.66548 -2.21422 -0.28830 -0.2547
C -2.23543 -3.25393 0.56776 -0.2487
C -2.41549 -2.82733 1.89803 -0.2417
C -2.95133 -1.52394 1.86943 -0.2492
H -3.51507 -0.20415 0.17150 0.0853
H -2.66353 -2.24648 -1.36965 0.0756
H -1.85273 -4.21720 0.26111 0.0776
H -2.18042 -3.39401 2.78739 0.0788
H -3.22341 -0.93191 2.73157 0.0840
N -1.65642 0.82508 -2.83307 0.1979
C -0.72340 1.31649 -1.98584 -0.6537
O -0.90839 1.42995 -0.79126 -0.0221
C 0.60438 1.70550 -2.59531 -0.5615
I 0.75051 3.80850 -2.91156 0.8586
H -2.48721 0.43272 -2.42010 0.1136
H -1.42713 0.57938 -3.77867 0.0991
H 0.79162 1.22696 -3.55168 0.0294
H 1.37680 1.46676 -1.87244 0.0230

---

5.
10
Properties=species:S:1:pos:R:3:nbo_charge:R:1 method="wB97M-V/def2-TZVPD" largest_force_ev_per_a=3.70 relative_energy_kj_mol=162.00 total_charge=-1 e_homo_ha=-0.168
C -0.31044 1.04878 1.08105 -0.2725
O -1.25548 1.12654 -0.03692 -0.8117
H -0.35562 0.03488 1.48763 0.1651
H 0.71776 1.33750 0.84572 0.1524
H -0.53619 1.79313 1.79960 0.1404
O 1.24339 -1.86649 -0.14019 -0.7145
C 0.69562 -1.43588 -1.15750 0.6406
O 0.12081 -0.26127 -1.38877 -0.8108
H 0.38474 -2.10215 -2.01365 0.0200
H -0.70459 0.32495 -0.47697 0.4909

---

6.
22
Properties=species:S:1:pos:R:3:nbo_charge:R:1 method="wB97M-V/def2-TZVPD" largest_force_ev_per_a=3.68 relative_energy_kj_mol=121.43 e_homo_ha=-0.349 smiles="CC[C@@H]1C(=O)NC1(C)C"
C -1.82296 -1.77335 -0.10640 -0.6035
C -0.37890 -1.78539 0.38741 -0.4048
C 0.45638 -0.75215 -0.25013 -0.2888
C 1.93647 -0.63485 0.04891 0.6772
O 2.90186 -1.39672 0.02132 -0.6080
N 1.93538 0.70298 0.17906 -0.6169
C 0.46055 0.85507 0.01213 0.1574
C 0.06482 1.57786 -1.28498 -0.6227
C -0.25822 1.50169 1.21843 -0.6338
H -2.23945 -1.04370 0.57247 0.2058
H -2.30057 -2.78379 -0.10933 0.2210
H -1.83263 -1.29461 -1.10106 0.1963
H 0.04440 -2.73168 0.16177 0.2226
H -0.42039 -1.57348 1.42534 0.2006
H 0.26278 -0.86433 -1.33555 0.2134
H 2.59832 1.39121 0.26751 0.4007
H 0.61480 2.52308 -1.31848 0.2085
H -1.01855 1.94326 -1.30091 0.2186
H 0.36392 0.92590 -2.04313 0.2135
H 0.10087 2.48513 1.38313 0.2133
H -0.23580 1.04202 2.22241 0.2200
H -1.23307 1.68582 0.95007 0.2095

---

7.
31
Properties=species:S:1:pos:R:3:nbo_charge:R:1 method="wB97M-V/def2-TZVPD" largest_force_ev_per_a=5.06 relative_energy_kj_mol=136.03 e_homo_ha=-0.372 smiles="C=CCCC(C)(C)C(=O)S(=O)(=O)O.N"
C -0.51595 -3.12653 -3.23446 -0.3954
C -0.26948 -1.84839 -3.02925 -0.1530
C -0.49373 -1.28074 -1.59108 -0.4342
C 0.77183 -0.66064 -1.14815 -0.3926
C 0.75107 0.02956 0.26236 -0.1584
C 0.51370 -1.08034 1.37423 -0.6187
C 2.06923 0.67227 0.61852 -0.5947
C -0.46803 0.96306 0.40556 0.4201
O -1.45303 0.86208 1.13671 -0.4824
S -0.36344 2.54405 -0.62438 2.2144
O -0.00401 3.67202 0.18003 -0.9085
O 0.18761 2.35757 -1.93491 -0.8826
O -2.04427 2.62731 -0.70285 -0.9033
H -0.39166 -3.60868 -4.18713 0.1898
H -0.99678 -3.87168 -2.66200 0.1976
H 0.04448 -1.10649 -3.69767 0.2044
H -1.31075 -0.68177 -1.56697 0.2100
H -0.73668 -2.21283 -0.94411 0.2002
H 1.60442 -1.35221 -1.13521 0.2213
H 1.08109 0.13744 -1.76863 0.2240
H 1.47117 -1.48292 1.81967 0.2158
H -0.07817 -0.65887 2.22900 0.2384
H -0.04671 -1.92301 0.91077 0.2112
H 2.06142 1.53428 0.03809 0.2061
H 2.09148 0.97952 1.67289 0.2206
H 2.90252 -0.01684 0.45684 0.2328
H -2.43820 3.17649 -0.00522 0.5138
N -0.93182 1.07635 4.35401 -1.0685
H -0.26264 1.59926 3.82764 0.3501
H -1.00693 1.77999 5.07428 0.3567
H -1.73773 0.90067 3.87143 0.3647

---

8.
53
Properties=species:S:1:pos:R:3:nbo_charge:R:1 method="wB97M-V/def2-TZVPD" largest_force_ev_per_a=0.62 relative_energy_kj_mol=8.15 total_charge=+2 e_homo_ha="-0.554 / -0.554"
Mo -0.23868 -0.80270 0.24276 1.3037
C 0.49792 0.81947 2.78002 -0.4223
N 1.12156 -0.10591 1.79932 -0.4028
C 2.38583 0.49731 1.30893 -0.4300
C 1.36879 -1.41345 2.48410 -0.2501
C 1.91034 -2.42028 1.48749 -0.2510
N 1.11353 -2.22619 0.26378 -0.5728
C 1.73468 -2.53010 -0.96822 0.0662
C 1.59162 -1.60631 -1.98819 0.2353
F 0.87353 -0.45611 -1.64301 -0.2948
C 2.12716 -1.76470 -3.24481 0.3800
F 1.94911 -0.82532 -4.16083 -0.2683
C 2.85257 -2.91133 -3.51039 -0.3057
C 3.01527 -3.85168 -2.50821 0.3897
F 3.70047 -4.95305 -2.74358 -0.2579
C 2.46461 -3.67680 -1.24188 0.3144
F 2.61764 -4.60047 -0.30072 -0.2739
H 1.16418 0.94811 3.63458 0.2314
H -0.44925 0.40595 3.12842 0.2134
H 0.32469 1.78364 2.31015 0.2349
H 3.08650 0.62653 2.13686 0.2288
H 2.16003 1.46939 0.87650 0.2335
H 2.83639 -0.13623 0.54849 0.2133
H 0.39893 -1.75497 2.87198 0.2157
H 2.02096 -1.28377 3.35044 0.2545
H 1.79098 -3.43292 1.87362 0.2645
H 2.97007 -2.26729 1.27712 0.2256
H 3.28904 -3.07214 -4.48716 0.2871
C -3.72328 1.21873 -1.35996 -1.1253
Si -2.78908 0.06732 -0.27201 1.7393
C -2.22278 -1.45096 -1.27309 -1.0952
C -3.55037 -0.43234 1.34254 -1.1424
N -1.10665 0.83189 0.12579 -0.7384
C -0.93839 2.23564 0.05914 0.1405
C -1.83403 3.07593 0.71941 -0.2457
C -1.62327 4.44456 0.68720 -0.1671
C -0.54554 4.96738 -0.01748 -0.1618
C 0.33216 4.12486 -0.68739 -0.1815
C 0.14759 2.75193 -0.64608 -0.2385
H -4.53559 0.66492 -1.83785 0.2838
H -3.08955 1.63917 -2.14188 0.2758
H -4.16075 2.03563 -0.78634 0.2788
H -2.99720 -2.20722 -1.12176 0.3032
H -1.29298 -2.04601 -1.11565 0.2351
H -2.19066 -1.17338 -2.32757 0.2884
H -4.50465 -0.93931 1.17887 0.2887
H -3.74158 0.42693 1.98799 0.2733
H -2.91898 -1.13187 1.90293 0.2417
H -2.67029 2.66769 1.27422 0.2240
H -2.30286 5.10543 1.20755 0.2458
H -0.39393 6.03760 -0.04906 0.2479
H 1.15992 4.53989 -1.24620 0.2452
H 0.81424 2.08691 -1.18087 0.2221

---

Repeat the eighth record exactly.
53
Properties=species:S:1:pos:R:3:nbo_charge:R:1 method="wB97M-V/def2-TZVPD" largest_force_ev_per_a=0.62 relative_energy_kj_mol=8.15 total_charge=+2 e_homo_ha="-0.554 / -0.554"
Mo -0.23868 -0.80270 0.24276 1.3037
C 0.49792 0.81947 2.78002 -0.4223
N 1.12156 -0.10591 1.79932 -0.4028
C 2.38583 0.49731 1.30893 -0.4300
C 1.36879 -1.41345 2.48410 -0.2501
C 1.91034 -2.42028 1.48749 -0.2510
N 1.11353 -2.22619 0.26378 -0.5728
C 1.73468 -2.53010 -0.96822 0.0662
C 1.59162 -1.60631 -1.98819 0.2353
F 0.87353 -0.45611 -1.64301 -0.2948
C 2.12716 -1.76470 -3.24481 0.3800
F 1.94911 -0.82532 -4.16083 -0.2683
C 2.85257 -2.91133 -3.51039 -0.3057
C 3.01527 -3.85168 -2.50821 0.3897
F 3.70047 -4.95305 -2.74358 -0.2579
C 2.46461 -3.67680 -1.24188 0.3144
F 2.61764 -4.60047 -0.30072 -0.2739
H 1.16418 0.94811 3.63458 0.2314
H -0.44925 0.40595 3.12842 0.2134
H 0.32469 1.78364 2.31015 0.2349
H 3.08650 0.62653 2.13686 0.2288
H 2.16003 1.46939 0.87650 0.2335
H 2.83639 -0.13623 0.54849 0.2133
H 0.39893 -1.75497 2.87198 0.2157
H 2.02096 -1.28377 3.35044 0.2545
H 1.79098 -3.43292 1.87362 0.2645
H 2.97007 -2.26729 1.27712 0.2256
H 3.28904 -3.07214 -4.48716 0.2871
C -3.72328 1.21873 -1.35996 -1.1253
Si -2.78908 0.06732 -0.27201 1.7393
C -2.22278 -1.45096 -1.27309 -1.0952
C -3.55037 -0.43234 1.34254 -1.1424
N -1.10665 0.83189 0.12579 -0.7384
C -0.93839 2.23564 0.05914 0.1405
C -1.83403 3.07593 0.71941 -0.2457
C -1.62327 4.44456 0.68720 -0.1671
C -0.54554 4.96738 -0.01748 -0.1618
C 0.33216 4.12486 -0.68739 -0.1815
C 0.14759 2.75193 -0.64608 -0.2385
H -4.53559 0.66492 -1.83785 0.2838
H -3.08955 1.63917 -2.14188 0.2758
H -4.16075 2.03563 -0.78634 0.2788
H -2.99720 -2.20722 -1.12176 0.3032
H -1.29298 -2.04601 -1.11565 0.2351
H -2.19066 -1.17338 -2.32757 0.2884
H -4.50465 -0.93931 1.17887 0.2887
H -3.74158 0.42693 1.98799 0.2733
H -2.91898 -1.13187 1.90293 0.2417
H -2.67029 2.66769 1.27422 0.2240
H -2.30286 5.10543 1.20755 0.2458
H -0.39393 6.03760 -0.04906 0.2479
H 1.15992 4.53989 -1.24620 0.2452
H 0.81424 2.08691 -1.18087 0.2221